DFT (ωB97M-V/def2-TZVPD) results for a 2-piece molecular cluster, C58H65N4O2 overall.

The geometry in XYZ format:
```
129
C58H65N4O2 ωB97M-V/def2-TZVPD
C 3.76142 0.36755 2.40651
C 4.09917 1.37537 3.40122
C 3.09311 2.21438 3.95818
C 3.36382 3.07955 5.01813
C 4.64856 3.17975 5.56101
C 5.67945 2.42440 4.99235
C 5.42935 1.57464 3.90879
C 4.62712 -0.73907 2.28900
C 4.79606 -1.83085 1.42895
C 5.92821 -2.72221 1.48162
C 5.85747 -4.00009 0.85430
C 6.95205 -4.85490 0.84666
C 8.15625 -4.45272 1.44166
C 8.23646 -3.22722 2.12048
C 7.13235 -2.37275 2.15931
H 2.83179 0.49957 1.84602
H 2.08782 2.15472 3.53365
H 2.56368 3.69717 5.42402
H 4.85384 3.84147 6.40048
H 6.68492 2.53164 5.39691
H 6.27704 1.07427 3.42414
H 5.34120 -0.78504 3.13390
H 4.07037 -2.09026 0.65906
H 4.92226 -4.29490 0.37133
H 6.88333 -5.82139 0.34724
H 9.03924 -5.08934 1.37280
H 9.17663 -2.93475 2.58990
H 7.19370 -1.41885 2.68902
C -4.21349 -1.12562 0.64356
C -3.83095 -1.05394 2.10681
C -3.93887 0.36832 2.64465
C -4.87397 -1.92444 2.81995
C -2.39490 -1.57245 2.44059
C -2.22119 -1.86335 3.80043
C -1.13507 -2.60295 4.23201
C -0.13869 -2.96888 3.33269
C -0.19950 -2.58257 1.99103
C 0.92400 -3.05550 1.03391
C 0.39138 -3.84756 -0.16983
C 1.94665 -3.93367 1.75958
C 1.69746 -1.84156 0.56609
C -1.28132 -1.75656 1.57304
N -1.25280 -1.13000 0.26217
C -0.91898 0.15115 -0.12685
C 0.00390 0.94809 0.53506
C 0.03547 2.40487 0.54254
C 1.04125 3.17021 -0.12084
C 0.76372 4.48088 -0.46263
C -0.47606 5.02995 -0.04093
N -1.20073 5.86347 -0.93638
O -2.44751 5.94706 -0.71684
O -0.61499 6.39789 -1.91303
C -1.28245 4.41695 0.93328
C -1.00312 3.10093 1.22825
N -1.55900 0.32994 -1.37007
C -1.46707 1.48122 -2.25619
C -0.32253 1.66150 -3.05842
C 0.74352 0.59848 -3.48919
C 0.52250 0.31153 -4.97656
C 0.70849 -0.73379 -2.77508
C 2.13963 1.15839 -3.20470
C -0.11232 2.92410 -3.64671
C -1.01165 3.95930 -3.50565
C -2.22331 3.70982 -2.88194
C -2.50429 2.46825 -2.29615
C -3.94512 2.29058 -1.71268
C -4.84625 3.48132 -2.05236
C -3.84530 2.21290 -0.20002
C -4.67471 1.08594 -2.29028
C -2.04581 -0.94027 -1.75066
C -2.65039 -1.35657 -3.01671
C -2.76077 -0.56097 -4.18804
C -3.39484 -1.08177 -5.31180
C -3.86065 -2.40340 -5.31239
C -3.76769 -3.20131 -4.16067
C -3.18412 -2.67737 -3.00979
N -1.89274 -1.80675 -0.76943
H -4.00949 -2.11436 0.22026
H -5.29021 -0.91826 0.52008
H -3.67194 -0.38332 0.05608
H -3.90306 0.34547 3.73953
H -3.09729 0.97591 2.28491
H -4.87774 0.84024 2.32782
H -4.77682 -1.89817 3.91006
H -5.88718 -1.58611 2.56531
H -4.75690 -2.95819 2.47372
H -2.97190 -1.55331 4.54085
H -1.07048 -2.92057 5.27272
H 0.70697 -3.53909 3.72323
H -0.53932 -3.43644 -0.56732
H 1.12831 -3.85078 -0.98626
H 0.21478 -4.88649 0.13825
H 2.44938 -3.36281 2.55382
H 1.45898 -4.81840 2.18734
H 2.72466 -4.28084 1.06173
H 2.18151 -1.36090 1.42573
H 2.44964 -2.10399 -0.19183
H 1.03877 -1.11381 0.10921
H 0.54320 0.47369 1.34338
H 1.99793 2.70347 -0.38953
H 1.39211 5.06971 -1.12607
H -2.14445 4.95704 1.32194
H -1.62200 2.54471 1.92962
H 0.61234 1.21139 -5.59215
H 1.24238 -0.43837 -5.32607
H -0.48918 -0.09363 -5.11977
H 0.71619 -0.57727 -1.69562
H -0.14043 -1.35294 -3.07309
H 1.61463 -1.30408 -3.02344
H 2.31697 1.14572 -2.12030
H 2.89353 0.52605 -3.69242
H 2.27907 2.18542 -3.55220
H 0.78234 3.10998 -4.23985
H -0.79115 4.95068 -3.89995
H -2.96680 4.50433 -2.91783
H -4.94277 3.58110 -3.14093
H -5.84670 3.31326 -1.63424
H -4.45104 4.40146 -1.60946
H -3.01401 1.56145 0.09880
H -3.65213 3.21574 0.20317
H -4.78712 1.83521 0.21731
H -4.22273 0.14777 -1.97181
H -5.72005 1.07135 -1.94843
H -4.67938 1.13088 -3.38672
H -2.39321 0.46954 -4.18317
H -3.53430 -0.43618 -6.18018
H -4.33603 -2.80516 -6.20493
H -4.15943 -4.22108 -4.14175
H -3.10996 -3.26894 -2.08904
```

Calculated values
* charge: +1
* calculated total energy: -71243.9724 eV
* E_LUMO: -0.2100 Ha
* M: 850.18 u

---

DFT (ωB97M-V/def2-TZVPD) results for a 2-piece molecular cluster, C58H73N4 overall.

The geometry in XYZ format:
```
135
C58H73N4 ωB97M-V/def2-TZVPD
C -5.38530 0.14815 -1.54896
C -5.21539 0.64934 -0.10990
C -6.10628 1.87073 0.14887
C -3.75297 0.92635 0.20258
C -3.18610 2.16667 -0.08741
C -1.85815 2.45315 0.18307
C -1.27379 3.79056 -0.24917
C -2.32604 4.80144 -0.70385
C -0.18252 3.61212 -1.29484
C -1.03083 1.45491 0.80507
C 0.36197 1.74374 1.17836
N 0.76763 2.74942 2.06035
C -0.04001 3.68838 2.82920
C 0.18102 5.06738 2.66160
C 1.28104 5.62794 1.75245
C 2.38726 6.24902 2.60065
C 0.73451 6.59980 0.71450
C -0.62008 5.98123 3.35918
C -1.60551 5.53152 4.23170
C -1.79493 4.16609 4.43038
C -1.00764 3.22856 3.75522
C -1.13241 1.74111 4.08430
C -2.28396 1.41387 5.03551
C 0.18230 1.16437 4.59247
N 2.14233 2.80087 2.14392
N 2.59631 1.78999 1.34104
C 4.02885 1.51900 1.18509
C 4.76563 2.18631 0.17977
C 4.10488 3.20810 -0.74914
C 3.27534 2.53789 -1.83240
C 5.11566 4.13985 -1.42191
C 6.12030 1.88905 0.01819
C 6.76950 0.99051 0.85797
C 6.05245 0.37302 1.87437
C 4.69314 0.62636 2.04657
C 3.99867 -0.08843 3.21048
C 2.87242 -0.99707 2.73205
C 3.56894 0.90803 4.28387
C 1.52265 1.15449 0.67830
C 1.69619 0.10911 -0.21419
C -1.59250 0.14877 1.01129
C -0.81198 -1.04289 1.56580
C -0.69853 -2.15665 0.51978
C -1.44211 -1.58910 2.84759
C -2.93562 -0.07488 0.70904
H -4.79435 -0.75916 -1.71274
H -6.43316 -0.08704 -1.76440
H -5.04597 0.90637 -2.26660
H -5.53539 -0.15808 0.56152
H -5.93600 2.26306 1.15709
H -5.90447 2.66998 -0.57378
H -7.16273 1.59727 0.06444
H -3.80451 2.92230 -0.56729
H -0.79469 4.19799 0.65156
H -3.09510 4.93533 0.06748
H -1.87079 5.77900 -0.89637
H -2.79775 4.45731 -1.63377
H 0.63953 3.01783 -0.88096
H -0.58042 3.06813 -2.16465
H 0.23067 4.57526 -1.62197
H 1.72744 4.78647 1.21351
H 2.78375 5.49579 3.29019
H 3.20823 6.60956 1.97049
H 1.98696 7.08480 3.18887
H -0.04980 6.12417 0.11240
H 0.30151 7.48644 1.19644
H 1.53684 6.91802 0.03528
H -0.44917 7.04949 3.19927
H -2.22532 6.24666 4.76919
H -2.54651 3.81547 5.14082
H -1.35547 1.24123 3.13257
H -3.23516 1.77082 4.62262
H -2.36804 0.33045 5.18476
H -2.11359 1.88396 6.01236
H 0.93922 1.23074 3.80972
H 0.55008 1.74941 5.44940
H 0.10054 0.10545 4.87732
H 3.43729 3.82252 -0.11975
H 2.47081 1.94015 -1.40281
H 2.82687 3.27914 -2.50608
H 3.89228 1.83692 -2.41090
H 5.78895 4.59576 -0.68954
H 5.71149 3.58870 -2.16134
H 4.58686 4.94235 -1.94780
H 6.67662 2.37686 -0.78273
H 7.82995 0.78320 0.72553
H 6.54303 -0.32911 2.55406
H 4.76237 -0.73823 3.65840
H 3.21144 -1.63439 1.90448
H 2.46738 -1.62275 3.53802
H 2.05100 -0.39118 2.34610
H 4.44815 1.41479 4.69853
H 2.94906 1.69777 3.84788
H 3.01970 0.41757 5.09538
H 2.70588 -0.22476 -0.42128
H 0.83211 -0.15699 -0.80790
H 0.20100 -0.70242 1.80007
H -0.31140 -1.75654 -0.42173
H -0.00946 -2.94120 0.85808
H -1.68007 -2.61181 0.32769
H -1.56015 -0.79853 3.59770
H -2.43452 -2.01253 2.64404
H -0.80532 -2.37192 3.27880
H -3.35630 -1.06791 0.88861
C -2.05955 -8.80221 -8.27877
N -1.72048 -8.27991 -6.96906
C -2.21305 -8.78171 -5.80357
C -1.77547 -7.97168 -4.71880
C -2.23527 -8.04041 -3.40306
C -1.66083 -7.37739 -2.26778
C -0.25765 -7.17602 -2.11221
C 0.24228 -6.45783 -1.02742
C -0.63155 -5.95833 -0.04941
C -2.01338 -6.19179 -0.15884
C -2.51980 -6.90425 -1.23889
C -0.91053 -6.94164 -5.31281
C -0.34138 -5.78111 -4.81234
C 0.31021 -4.89943 -5.68903
C 0.31289 -5.13706 -7.07221
C -0.31932 -6.27693 -7.60938
C -0.90087 -7.16744 -6.71344
H -1.56156 -8.19811 -9.03832
H -1.74469 -9.84897 -8.38245
H -3.14576 -8.77322 -8.44405
H -2.87546 -9.64550 -5.77901
H -3.14406 -8.63459 -3.24240
H 0.42174 -7.56176 -2.87903
H 1.31713 -6.27463 -0.95676
H -0.23820 -5.40343 0.80333
H -2.69972 -5.82221 0.60544
H -3.59147 -7.09430 -1.35181
H -0.40036 -5.57553 -3.74553
H 0.81049 -4.02189 -5.27620
H 0.80720 -4.42571 -7.73340
H -0.35928 -6.48311 -8.67784
```

Calculated values
* charge: +1
* calculated total energy: -67283.7975 eV
* E_LUMO: -0.1854 Ha
* M: 826.25 u

---

DFT (ωB97M-V/def2-TZVPD) results for C58H75O5Rb as an isolated structure.

The geometry in XYZ format:
```
139
C58H75O5Rb ωB97M-V/def2-TZVPD
Rb 0.19575 -0.84164 -2.85707
C 3.62165 -1.47854 -2.01517
O 2.36055 -0.94404 -1.69537
C 2.33185 -0.47374 -0.39207
C 2.94395 0.74526 -0.08567
C 3.34365 1.72056 -1.16257
C 2.33805 2.84976 -1.21197
C 2.60885 4.07396 -0.63967
C 1.70925 5.13536 -0.69207
C 0.46855 4.86796 -1.27387
C 0.15775 3.65796 -1.84697
C -1.20215 3.40176 -2.44897
C -2.10585 2.75536 -1.42987
C -2.42025 3.46346 -0.28217
C -3.21925 2.93026 0.71933
C -3.63355 1.61996 0.56613
C -3.32315 0.85956 -0.55727
C -3.68305 -0.60494 -0.49087
C -2.72765 -1.25414 0.48383
C -3.00665 -1.38924 1.81773
C -2.09895 -1.97244 2.70273
C -0.85585 -2.33514 2.19043
C -0.51685 -2.17174 0.86333
C 0.88775 -2.45154 0.36573
C 1.75635 -1.24144 0.62573
C 1.97875 -0.84914 1.93833
C 2.72205 0.27266 2.27633
C 3.13305 1.09946 1.24333
C 3.05955 0.51566 3.74043
C 3.94555 1.74866 3.93813
C 1.77055 0.71486 4.54483
C 3.83505 -0.70254 4.27033
C -1.48415 -1.69154 -0.07627
O -1.29675 -1.67384 -1.32157
C -2.50285 -2.15174 4.15643
C -3.78645 -2.99704 4.22813
C -2.74825 -0.77104 4.78773
C -1.43965 -2.86664 4.99573
C -2.60495 1.45736 -1.59837
O -2.35575 0.83586 -2.80447
C -3.46825 0.29956 -3.47567
C -3.59335 3.78526 1.92033
C -4.55785 3.06786 2.86953
C -2.32195 4.14326 2.69833
C -4.28255 5.06686 1.42673
C 1.11625 2.59536 -1.91367
O 0.91955 1.54006 -2.57897
C 2.04225 6.55196 -0.24497
C 1.92215 7.48976 -1.46057
C 3.46975 6.69886 0.29623
C 1.07335 7.01916 0.85253
H 4.42075 -0.72804 -1.93187
H 3.57095 -1.84004 -3.04227
H 3.87635 -2.31334 -1.34817
H 3.32055 1.22756 -2.13477
H 4.34485 2.11916 -0.96357
H 3.57365 4.20216 -0.16277
H -0.28315 5.65166 -1.29687
H -1.07285 2.73156 -3.29847
H -1.64705 4.34526 -2.78697
H -2.01445 4.45856 -0.18037
H -4.18465 1.12316 1.34823
H -3.53095 -1.10534 -1.44397
H -4.72085 -0.72704 -0.16217
H -3.97325 -1.04954 2.17783
H -0.12095 -2.78174 2.84853
H 0.84115 -2.65184 -0.70697
H 1.31115 -3.32204 0.88143
H 1.56405 -1.46794 2.71653
H 3.63645 2.03246 1.43953
H 3.42605 2.65226 3.62883
H 4.86385 1.65696 3.36123
H 4.21645 1.85156 4.99013
H 1.25685 1.61016 4.20223
H 1.99255 0.82226 5.60683
H 1.09055 -0.12164 4.41713
H 4.75175 -0.83214 3.69633
H 3.25105 -1.61444 4.18253
H 4.09995 -0.56104 5.31933
H -4.60335 -2.51894 3.69283
H -4.09495 -3.15144 5.26473
H -3.60725 -3.96764 3.76773
H -3.55265 -0.24514 4.27913
H -1.84885 -0.16344 4.70323
H -3.01065 -0.86514 5.84333
H -1.20315 -3.83894 4.57003
H -1.81335 -3.01904 6.01013
H -0.52825 -2.27674 5.05623
H -4.40115 0.47636 -2.93087
H -3.33595 -0.77534 -3.62827
H -3.55175 0.78426 -4.46057
H -4.08755 2.18796 3.30083
H -5.46115 2.76406 2.34313
H -4.84405 3.73536 3.68363
H -1.82795 3.23566 3.03673
H -2.56375 4.75596 3.56743
H -1.61995 4.68836 2.07363
H -5.16015 4.81156 0.83383
H -3.61385 5.65446 0.80333
H -4.59805 5.68326 2.27003
H 2.56775 7.13626 -2.26287
H 2.21505 8.50926 -1.19847
H 0.90265 7.51136 -1.83677
H 4.19835 6.36236 -0.43797
H 3.60195 6.12706 1.21173
H 3.67365 7.74886 0.51853
H 0.04525 6.99176 0.50033
H 1.30315 8.04106 1.16163
H 1.15075 6.36706 1.72003
C -2.02895 -3.83874 -4.35637
C -1.82015 -5.10674 -3.53137
C -1.85395 -4.76344 -2.04237
C -0.53575 -5.83784 -3.86477
C -0.61785 -7.20394 -4.02947
C 0.49455 -8.00034 -4.25217
C 1.73555 -7.38664 -4.25807
C 1.87465 -6.02634 -4.08857
C 3.27535 -5.46624 -3.96937
C 3.51365 -4.28244 -4.90737
C 3.48635 -5.04444 -2.51497
C 0.73475 -5.16284 -3.90447
O 0.85265 -3.90574 -3.78067
H -2.99755 -3.39314 -4.12147
H -1.99215 -4.06114 -5.42427
H -1.23945 -3.13134 -4.11217
H -2.65485 -5.79484 -3.75147
H -1.06255 -4.05664 -1.81607
H -1.70685 -5.65994 -1.44417
H -2.80685 -4.31234 -1.76737
H -1.59665 -7.67604 -3.96837
H 0.40195 -9.07214 -4.38857
H 2.63435 -7.98694 -4.39007
H 3.99625 -6.26344 -4.21307
H 2.79255 -3.50914 -4.64867
H 3.35355 -4.57584 -5.94617
H 4.53205 -3.89784 -4.80757
H 2.78635 -4.24464 -2.29167
H 4.50585 -4.69884 -2.33847
H 3.27635 -5.88014 -1.84617
```

Calculated values
* charge: -2
* calculated total energy: -72260.0533 eV
* E_LUMO: 0.1370 Ha
* M: 937.70 u